A structure of composition C15H26FKN3Si at a distorted geometry, computed with ωB97M-V/def2-TZVPD.

Results
- total charge = +1
- max |F| (eV/A) = 2.258
- LUMO energy (hartree) = -0.1282

Element x y z (Å)
K (0.2837, 0.5465, -0.3032)
C (1.5663, 1.3507, -4.8120)
Si (0.3802, 1.8864, -3.4682)
C (-0.9296, 3.0165, -4.1799)
C (1.3816, 2.9140, -2.2218)
N (-0.2336, 0.6084, -2.5247)
C (-1.0247, -0.4255, -2.9227)
C (-1.5140, -0.6592, -4.2368)
C (-2.3176, -1.7347, -4.5733)
C (-2.7038, -2.6733, -3.6224)
C (-2.2583, -2.5003, -2.3205)
C (-1.4626, -1.4228, -2.0221)
F (-1.0540, -1.3211, -0.6763)
H (2.0445, 2.2030, -5.3053)
H (1.0609, 0.7615, -5.5830)
H (2.3515, 0.7218, -4.3815)
H (-0.4968, 3.8991, -4.6617)
H (-1.5964, 3.3568, -3.3817)
H (-1.5452, 2.5009, -4.9229)
H (1.8398, 3.7831, -2.7043)
H (2.2014, 2.3296, -1.7863)
H (0.7447, 3.3023, -1.4176)
H (-1.2313, 0.0547, -5.0033)
H (-2.6506, -1.8445, -5.5982)
H (-3.3315, -3.5141, -3.8832)
H (-2.5253, -3.1983, -1.5349)
C (-0.7594, -2.3504, 4.0359)
C (-0.7503, -1.7955, 2.5894)
N (0.1805, -0.6681, 2.4798)
C (-0.2308, 0.4092, 3.3830)
C (-0.2192, -0.0794, 4.8546)
N (0.2121, -1.5221, 4.8381)
C (1.5996, -1.6407, 4.2648)
C (1.5377, -1.1100, 2.8095)
H (-0.4272, -3.3842, 4.0978)
H (-1.7297, -2.2644, 4.5195)
H (-1.7451, -1.4619, 2.3011)
H (-0.4528, -2.5676, 1.8829)
H (-1.2313, 0.7368, 3.1071)
H (0.4440, 1.2555, 3.2657)
H (-1.1995, -0.0400, 5.3233)
H (0.4896, 0.4610, 5.4773)
H (0.2237, -1.8699, 5.7944)
H (1.8855, -2.6881, 4.3235)
H (2.2616, -1.0599, 4.9024)
H (1.8298, -1.8936, 2.1132)
H (2.2282, -0.2773, 2.6863)


A cluster of 5 separate species, C7H13NO in total at a distorted geometry, computed with ωB97M-V/def2-TZVPD.

Results
- energy above the lowest of the compared OMol25 structures with the same formula, charge and spin (kJ/mol) = 518.5
- max |F| (eV/A) = 3.875
- LUMO energy (hartree) = 0.0312

Element x y z (Å)
C (-1.0574, -1.5486, -0.0627)
C (1.6505, 0.0083, -1.5790)
C (-0.2696, -1.9427, 0.9680)
C (-2.2736, -0.6994, 0.0650)
N (0.5581, 0.5458, -0.8116)
C (0.2102, 1.6988, -0.6937)
C (1.6625, 1.2071, 1.6035)
C (-0.3753, 2.8582, -0.5723)
O (0.9747, 1.5757, 2.4408)
H (-0.9223, -1.9956, -1.0399)
H (1.8249, -0.5495, 1.4900)
H (1.3176, -0.1699, -2.6023)
H (2.5195, 0.6715, -1.5741)
H (1.9441, -0.9430, -1.1369)
H (0.3157, -2.8429, 0.8549)
H (1.5678, -1.4185, 1.4879)
H (-0.6170, -1.7508, 1.9751)
H (-3.1840, -1.2891, -0.0710)
H (-2.2986, 0.0598, -0.7163)
H (-2.3135, -0.1953, 1.0301)
H (-0.0693, 3.5567, 0.1864)
H (-1.1648, 3.1635, -1.2421)


A structure of composition C19H16BF2I2N4O5Tc, computed with ωB97M-V/def2-TZVPD.

Results
- multiplicity = 2
- energy above the lowest of the compared OMol25 structures with the same formula, charge and spin (kJ/mol) = 0.9
- expectation value of S² = 0.75
- total charge = +1
- max |F| (eV/A) = 0.711
- LUMO energy (alpha / beta) (hartree) = -0.1241 / -0.1269

Element x y z (Å)
Tc (-0.2391, 0.2082, 0.3449)
I (6.8986, -2.4483, -0.1724)
C (5.1384, -1.3707, 0.0450)
C (5.1572, 0.0155, -0.0307)
C (3.9765, 0.7247, 0.1060)
I (4.0150, 2.7984, 0.0073)
C (2.7514, 0.0829, 0.3217)
O (1.6536, 0.8299, 0.4411)
C (2.7492, -1.3230, 0.4154)
C (1.5251, -2.1318, 0.7759)
N (0.3213, -1.7714, -0.0241)
C (-0.8134, -2.7121, 0.1576)
C (-2.1591, -2.0216, 0.1237)
C (-3.3279, -2.7609, 0.0467)
C (-4.5445, -2.1016, 0.0503)
C (-4.5633, -0.7175, 0.1363)
C (-3.3613, -0.0466, 0.2216)
N (-2.1780, -0.6790, 0.2100)
C (3.9424, -2.0283, 0.2671)
H (6.0856, 0.5438, -0.1995)
H (1.2450, -1.9989, 1.8239)
H (1.7502, -3.1903, 0.6236)
H (0.6130, -1.8236, -1.0023)
H (-0.6845, -3.2106, 1.1197)
H (-0.7877, -3.4953, -0.6025)
H (-3.2780, -3.8399, -0.0243)
H (-5.4682, -2.6612, -0.0151)
H (-5.4906, -0.1626, 0.1409)
H (-3.3184, 1.0314, 0.3006)
H (3.9303, -3.1099, 0.3334)
C (-0.9359, -1.4854, 3.6824)
C (-0.4272, -0.1046, 3.4907)
N (-0.4867, 0.6110, 2.3751)
C (0.0326, 1.8555, 2.6939)
C (0.4094, 1.8855, 3.9998)
N (0.1009, 0.6449, 4.4776)
C (1.0384, 2.8473, 4.9615)
O (1.3814, 4.0398, 4.5184)
O (1.2210, 2.4711, 6.0865)
C (0.1044, 2.9212, 1.6999)
O (0.5351, 4.0199, 1.8631)
O (-0.4709, 2.4848, 0.5183)
H (-1.2728, -1.8752, 2.7269)
H (-1.7836, -1.4859, 4.3686)
H (-0.1663, -2.1395, 4.0939)
H (0.2545, 0.3932, 5.4462)
H (1.1731, 4.1541, 3.5683)
F (-0.3409, 4.5609, -0.6349)
B (-0.6119, 3.2894, -0.6330)
F (-1.0817, 2.6672, -1.6895)


A structure of composition C38H35F5N3O5P2STi at a distorted geometry, computed with ωB97M-V/def2-TZVPD.

Results
- multiplicity = 3
- expectation value of S² = 2.01
- total charge = -1
- max |F| (eV/A) = 1.016
- LUMO energy (alpha / beta) (hartree) = 0.0702 / 0.0702

Element x y z (Å)
Ti (-0.1839, -0.0087, 0.0340)
O (1.3287, 0.5466, 1.5602)
P (2.2890, 1.4667, 2.2158)
C (2.7443, 2.8216, 1.1120)
P (2.7753, 2.2149, -0.6135)
O (1.4911, 1.5666, -0.9523)
C (4.1550, 1.0772, -0.7664)
C (3.8252, -0.1867, -1.2458)
C (4.8255, -1.1461, -1.3533)
C (6.1278, -0.8390, -0.9969)
C (6.4583, 0.4316, -0.5305)
C (5.4688, 1.3896, -0.4171)
C (3.1184, 3.6828, -1.5997)
C (4.1497, 3.7404, -2.5295)
C (4.2810, 4.8526, -3.3490)
C (3.3770, 5.8985, -3.2479)
C (2.3340, 5.8407, -2.3318)
C (2.2019, 4.7354, -1.5116)
C (3.7986, 0.6094, 2.7054)
C (4.9872, 1.2478, 3.0594)
C (6.0805, 0.5016, 3.4629)
C (5.9873, -0.8847, 3.5058)
C (4.8097, -1.5257, 3.1479)
C (3.7064, -0.7828, 2.7508)
C (1.5550, 2.1632, 3.7062)
C (0.1760, 1.9763, 3.8311)
C (-0.4833, 2.5146, 4.9279)
C (0.2257, 3.2266, 5.8844)
C (1.6005, 3.4024, 5.7631)
C (2.2667, 2.8681, 4.6747)
H (3.6517, 3.3414, 1.4176)
H (1.8997, 3.5222, 1.1400)
H (2.7997, -0.4170, -1.5083)
H (4.5707, -2.1345, -1.7118)
H (6.9005, -1.5927, -1.0794)
H (7.4767, 0.6638, -0.2516)
H (5.7208, 2.3764, -0.0461)
H (4.8440, 2.9163, -2.6258)
H (5.0815, 4.8906, -4.0751)
H (3.4723, 6.7571, -3.8990)
H (1.6159, 6.6466, -2.2698)
H (1.3662, 4.6798, -0.8249)
H (5.0766, 2.3261, 3.0097)
H (7.0046, 0.9957, 3.7313)
H (6.8452, -1.4679, 3.8135)
H (4.7422, -2.6049, 3.1701)
H (2.7859, -1.2679, 2.4516)
H (-0.3620, 1.3936, 3.0924)
H (-1.5494, 2.3656, 5.0304)
H (-0.2936, 3.6436, 6.7373)
H (2.1503, 3.9457, 6.5197)
H (3.3397, 2.9904, 4.5969)
N (-1.5893, -3.1092, 2.1378)
C (-1.0686, -2.2349, 1.1277)
O (-0.7547, -1.0172, 1.6311)
C (0.1367, -2.8360, 0.3993)
C (0.5228, -1.9155, -0.7782)
H (-2.3809, -2.6403, 2.5666)
H (-1.9317, -3.9567, 1.6985)
H (-0.0776, -3.8741, 0.1030)
H (0.9369, -2.8697, 1.1468)
H (-0.1078, -2.1788, -1.6390)
H (1.5583, -2.1012, -1.0859)
C (-3.7600, 2.5466, 0.0137)
C (-2.7183, 1.4784, -0.0676)
N (-1.4029, 1.7145, -0.1606)
O (-1.0532, 3.0652, -0.4241)
C (-3.0716, 0.1087, -0.0487)
C (-4.4627, -0.3671, 0.2183)
N (-2.0773, -0.7228, -0.3611)
O (-2.1920, -2.0414, 0.1115)
H (-3.3166, 3.5276, -0.1354)
H (-4.2596, 2.5327, 0.9866)
H (-4.5300, 2.3979, -0.7459)
H (-0.5770, 2.9361, -1.2593)
H (-4.8406, -0.0205, 1.1834)
H (-4.4773, -1.4550, 0.2136)
H (-5.1529, -0.0048, -0.5487)
F (-4.6029, -2.7617, -5.0963)
C (-3.6044, -1.9800, -4.6385)
C (-2.2799, -2.3222, -4.8602)
F (-1.9937, -3.4454, -5.5432)
C (-1.2658, -1.5116, -4.3828)
F (-0.0123, -1.9108, -4.6545)
C (-1.4973, -0.3284, -3.6706)
S (-0.1935, 0.6433, -3.0402)
C (-2.8475, -0.0228, -3.4787)
F (-3.2090, 1.0984, -2.8383)
C (-3.8810, -0.8158, -3.9393)
F (-5.1618, -0.4643, -3.7193)


A cluster of 6 separate species, C18H36O18 in total at a distorted geometry, computed with ωB97M-V/def2-TZVPD.

Results
- structure (SMILES) = COC(=O)OC.COC(=O)OC.COC(=O)OC.COC(=O)OC.COC(=O)OC.COC(=O)OC
- energy above the lowest of the compared OMol25 structures with the same formula, charge and spin (kJ/mol) = 971.9
- max |F| (eV/A) = 12.878
- LUMO energy (hartree) = 0.0196

Element x y z (Å)
C (-4.6215, -3.2471, -5.9718)
O (-3.7545, -3.8021, -4.9938)
C (-2.9555, -3.0271, -4.1988)
O (-3.4505, -1.9291, -3.7048)
O (-1.8315, -3.6251, -3.7298)
C (-0.9415, -2.9561, -2.8328)
H (-5.1205, -4.1041, -6.5568)
H (-4.1625, -2.6791, -6.7538)
H (-5.4085, -2.5991, -5.6128)
H (-1.5955, -2.6531, -1.9398)
H (-0.7355, -1.9541, -3.1738)
H (-0.0545, -3.4091, -2.4608)
C (0.3965, -1.3961, 1.4572)
O (-0.0225, -0.9781, 0.1942)
C (0.7345, -0.1871, -0.4448)
O (1.8985, 0.1799, -0.0208)
O (0.1995, 0.2159, -1.5848)
C (0.7545, 1.1419, -2.5328)
H (0.5305, -0.7381, 2.1682)
H (0.9005, -2.3591, 1.3792)
H (-0.4285, -1.8781, 2.0202)
H (0.7535, 2.2399, -2.1928)
H (0.0655, 0.9719, -3.2728)
H (1.7325, 0.8779, -2.7218)
C (-2.4025, -4.3241, 4.3212)
O (-2.7635, -4.3901, 2.9682)
C (-3.0015, -3.1631, 2.3292)
O (-3.1845, -2.1501, 2.9332)
O (-3.2215, -3.2251, 1.0612)
C (-3.6245, -2.1531, 0.2162)
H (-2.9735, -3.7991, 5.1292)
H (-1.3835, -3.9651, 4.3812)
H (-2.4915, -5.1551, 4.6112)
H (-3.8635, -2.5061, -0.8118)
H (-2.7395, -1.4821, 0.0152)
H (-4.4025, -1.5321, 0.6782)
C (-0.6825, 5.5119, -4.1858)
O (0.6265, 5.6199, -3.6678)
C (1.5495, 4.6729, -3.7448)
O (1.2445, 3.5319, -4.1788)
O (2.8815, 5.0259, -3.4778)
C (3.9925, 4.0779, -3.6508)
H (-1.2375, 5.1739, -3.2548)
H (-0.9285, 4.6409, -4.8598)
H (-1.1175, 6.4509, -4.4438)
H (4.8645, 4.4579, -3.4318)
H (4.1595, 4.2249, -4.7878)
H (3.6705, 3.1599, -2.9168)
C (0.7075, 3.1789, 4.6352)
O (-0.1065, 3.6529, 3.6182)
C (-0.2575, 2.9749, 2.5072)
O (-0.0095, 1.7679, 2.4172)
O (-0.7775, 3.7249, 1.5292)
C (-1.1675, 3.0849, 0.3142)
H (1.6785, 2.8639, 4.1232)
H (0.4385, 2.2529, 5.0862)
H (0.8365, 4.1139, 5.3342)
H (-0.5105, 2.4079, -0.0558)
H (-1.3485, 3.7129, -0.4988)
H (-2.2185, 2.6519, 0.4722)
C (4.6055, 0.2649, 2.3522)
O (4.0045, -0.9761, 2.5532)
C (3.8775, -1.4811, 3.9182)
O (4.1915, -0.7061, 4.7232)
O (3.3715, -2.6921, 4.0332)
C (3.1985, -3.2241, 5.3642)
H (4.1285, 0.9999, 2.9002)
H (4.3395, 0.7069, 1.3182)
H (5.5355, 0.2869, 2.6112)
H (4.2225, -3.2061, 5.9822)
H (3.2145, -4.2761, 5.3062)
H (2.1935, -2.8971, 5.7052)


A structure of composition C34H33MnNO6P2S3, computed with ωB97M-V/def2-TZVPD.

Results
- multiplicity = 2
- expectation value of S² = 1.19
- max |F| (eV/A) = 0.801
- LUMO energy (alpha / beta) (hartree) = 0.0125 / 0.0113

Element x y z (Å)
Mn (-0.6032, 1.4806, 0.7658)
C (0.4413, -6.1484, -1.0613)
S (2.1122, -5.5517, -0.7400)
C (2.0583, -3.9730, -1.6177)
C (1.1694, -2.9272, -0.9606)
C (1.1271, -1.6568, -1.8085)
N (0.5165, -0.4923, -1.1598)
P (-1.0956, -0.2020, -0.6674)
C (-1.9478, 0.3834, -2.1592)
C (-1.2257, 0.9771, -3.1879)
C (-1.8854, 1.5731, -4.2539)
C (-3.2717, 1.5885, -4.2905)
C (-3.9973, 1.0065, -3.2588)
C (-3.3403, 0.4099, -2.1968)
C (-1.9181, -1.7521, -0.2789)
C (-2.0985, -2.0721, 1.0628)
C (-2.6872, -3.2829, 1.4086)
C (-3.0901, -4.1620, 0.4170)
C (-2.9214, -3.8380, -0.9262)
C (-2.3418, -2.6320, -1.2773)
P (1.3309, 0.5986, -0.1345)
C (2.4080, -0.4013, 0.9263)
C (1.8550, -0.9588, 2.0771)
C (2.5887, -1.8488, 2.8427)
C (3.8821, -2.1894, 2.4657)
C (4.4455, -1.6287, 1.3292)
C (3.7113, -0.7336, 0.5619)
C (2.4934, 1.5679, -1.1238)
C (2.6347, 1.4144, -2.4999)
C (3.5084, 2.2322, -3.2059)
C (4.2360, 3.2049, -2.5393)
C (4.0887, 3.3672, -1.1675)
C (3.2190, 2.5552, -0.4611)
H (0.3779, -7.1562, -0.6550)
H (0.2514, -6.1937, -2.1342)
H (-0.3142, -5.5311, -0.5772)
H (1.7538, -4.1593, -2.6521)
H (3.0938, -3.6259, -1.6456)
H (1.5604, -2.6962, 0.0306)
H (0.1645, -3.3265, -0.8251)
H (0.6162, -1.8388, -2.7608)
H (2.1551, -1.3752, -2.0579)
H (-0.1427, 0.9903, -3.1565)
H (-1.3151, 2.0369, -5.0484)
H (-3.7872, 2.0644, -5.1146)
H (-5.0793, 1.0266, -3.2771)
H (-3.9172, -0.0259, -1.3891)
H (-1.7825, -1.3716, 1.8296)
H (-2.8345, -3.5334, 2.4509)
H (-3.5482, -5.1051, 0.6877)
H (-3.2488, -4.5254, -1.6958)
H (-2.2281, -2.3646, -2.3216)
H (0.8471, -0.7016, 2.3804)
H (2.1529, -2.2725, 3.7380)
H (4.4534, -2.8878, 3.0637)
H (5.4562, -1.8846, 1.0380)
H (4.1601, -0.2935, -0.3209)
H (2.0640, 0.6586, -3.0249)
H (3.6172, 2.1088, -4.2757)
H (4.9139, 3.8447, -3.0894)
H (4.6464, 4.1370, -0.6503)
H (3.0895, 2.6960, 0.6070)
O (-0.2514, 1.1349, 4.7499)
S (-0.6148, 1.5728, 3.4365)
O (0.5099, 1.9615, 2.5627)
O (-1.4306, 0.6232, 2.6484)
C (-1.5478, 3.1076, 3.6355)
C (-1.7794, 3.4647, 4.9520)
C (-2.4162, 4.6579, 5.2805)
C (-2.8215, 5.5129, 4.2787)
C (-2.6020, 5.1651, 2.9490)
C (-1.9761, 3.9779, 2.6131)
S (-1.8868, 3.6785, 0.8411)
O (-2.5657, 4.7530, 0.1926)
O (-0.4603, 3.4994, 0.4477)
O (-2.4746, 2.3240, 0.6670)
H (-1.4368, 2.7916, 5.7251)
H (-2.5843, 4.9121, 6.3186)
H (-3.3125, 6.4466, 4.5182)
H (-2.9279, 5.8135, 2.1488)


Number 6 is which compound?
C34H33MnNO6P2S3